(1)
ORCA calculation (ωB97M-V/def2-TZVPD) on a 2-piece molecular cluster, C4H13NOS overall.

Its charge is 0. Its LUMO energy is 0.80 eV. Its SMILES is CN[C@H](C)CS.O.

Last column: natural (NBO) charge in e.
Cartesian coordinates (Å):
C: 0.15053 1.61153 -1.42092  -0.441
N: 0.65673 0.35825 -0.84539  -0.642
C: 0.43245 0.35553 0.61110  -0.070
C: 1.26992 -0.77644 1.21163  -0.613
C: -1.04615 0.12155 0.91964  -0.528
S: -1.64639 1.06527 2.35146  -0.038
H: -0.88189 1.40366 -1.71095  0.193
H: 0.28613 2.54770 -0.86551  0.184
H: 0.56719 1.83854 -2.40294  0.208
H: 1.65340 0.28712 -1.03455  0.363
H: 0.82687 1.26906 1.05876  0.179
H: 1.26688 -0.71497 2.30731  0.217
H: 0.83779 -1.73087 0.91766  0.200
H: 2.32458 -0.82612 0.94844  0.211
H: -1.61553 0.44447 0.08255  0.225
H: -1.25542 -0.94179 1.00660  0.229
H: -1.59523 0.04535 3.21693  0.124
O: -1.02503 -2.27279 -2.38374  -0.941
H: -0.43537 -2.72874 -1.76905  0.462
H: -0.77145 -1.35630 -2.19901  0.477

***

(2)
ORCA calculation (ωB97M-V/def2-TZVPD) on a 2-piece molecular cluster, C4H13NOS overall.

Its charge is 0. Its LUMO energy is 0.79 eV. Its SMILES is CCNCCS.O.

Last column: natural (NBO) charge in e.
Cartesian coordinates (Å):
C: 1.16334 0.78563 -2.21382  -0.611
C: 1.46898 0.55082 -0.72052  -0.196
N: 0.46422 -0.28289 -0.09370  -0.669
C: 0.32044 -0.26710 1.34158  -0.213
C: -0.78430 0.64999 1.94143  -0.528
S: -2.35254 -0.16928 2.43730  -0.041
H: 0.12270 1.10890 -2.22873  0.198
H: 1.31995 -0.09720 -2.82086  0.210
H: 1.76270 1.64777 -2.50952  0.214
H: 2.45291 0.08299 -0.64878  0.177
H: 1.49816 1.52500 -0.20316  0.156
H: -0.40164 -0.35545 -0.58745  0.383
H: 0.27814 -1.20150 1.91316  0.186
H: 1.27697 0.15084 1.66023  0.187
H: -1.01474 1.38892 1.17901  0.217
H: -0.28881 1.12822 2.79077  0.211
H: -3.11074 0.65839 1.78228  0.114
O: -1.53812 -2.22173 -0.70206  -0.935
H: -0.72639 -2.72841 -0.73524  0.475
H: -1.91123 -2.35390 -1.58192  0.466

***

Q: What are the energies relative to the best structure? A: (1) 0.000; (2) 0.415, in eV.

***

(1)
ORCA calculation (ωB97M-V/def2-TZVPD) on a 2-piece molecular cluster, C6H11O overall.

Its charge is -1. Its LUMO energy is 3.63 eV.

Last column: natural (NBO) charge in e.
Cartesian coordinates (Å):
C: -1.09012 -1.22259 -1.94381  -0.004
O: -2.17974 -1.30437 -2.78680  -0.956
C: -0.53211 0.20410 -1.63380  -0.455
C: 0.84864 0.07689 -0.85530  -0.488
C: 0.66608 0.76738 0.45845  -0.106
C: 1.19787 0.34977 1.68003  -0.144
C: 0.33612 0.60044 2.89186  -0.683
H: -0.18189 -1.81576 -2.32603  0.056
H: -1.34660 -1.75772 -0.97677  0.086
H: -0.62382 0.75614 -2.55198  0.210
H: -1.31643 0.69673 -1.05935  0.185
H: 1.35662 -0.92313 -0.93525  0.235
H: 1.63698 0.68704 -1.32174  0.206
H: 0.33852 1.81550 0.40276  0.172
H: 0.25589 -0.93923 1.04465  0.091
H: -0.42446 -0.11392 3.17871  0.230
H: 0.02366 1.65191 2.88075  0.186
H: 1.03480 0.47084 3.85360  0.178

***

(2)
ORCA calculation (ωB97M-V/def2-TZVPD) on an isolated ion of composition C6H11O and charge -1.

Its charge is -1. Its LUMO energy is 4.11 eV. Its SMILES is C/C=C/CCC[O-].

Last column: natural (NBO) charge in e.
Cartesian coordinates (Å):
C: -1.90168 -1.80622 0.71789  -0.644
C: -0.66890 -0.99845 0.38062  -0.200
C: -0.09900 -0.98026 -0.82580  -0.223
C: 0.92462 0.09041 -1.22437  -0.424
C: 1.46032 0.94839 -0.09471  -0.455
C: 0.50421 2.02856 0.52638  -0.001
O: -0.09657 1.70283 1.67963  -0.957
H: -1.61982 -2.68928 1.28927  0.195
H: -2.37820 -2.14992 -0.19667  0.185
H: -2.64092 -1.13988 1.16023  0.218
H: -0.29935 -0.33976 1.16528  0.265
H: -0.22104 -1.86841 -1.44155  0.167
H: 0.33168 0.62589 -1.97608  0.197
H: 1.72688 -0.44750 -1.74887  0.175
H: 2.35175 1.46336 -0.45457  0.175
H: 1.75675 0.32552 0.75205  0.201
H: 1.12094 2.96854 0.56724  0.064
H: -0.25169 2.26619 -0.27596  0.061

***

(3)
ORCA calculation (ωB97M-V/def2-TZVPD) on C6H11O as an isolated structure.

Its charge is -1. Its LUMO energy is 2.74 eV.

Last column: natural (NBO) charge in e.
Cartesian coordinates (Å):
C: -0.83995 2.36321 -2.15035  -0.016
O: -0.33352 3.59137 -1.95777  -0.954
C: -0.72046 1.42576 -0.96631  -0.648
C: 0.04256 -0.84655 1.88959  -0.141
C: 0.51429 -1.80669 1.06801  -0.053
C: 1.18356 -2.21284 -0.01209  -0.545
C: 0.29740 -2.69159 2.36202  -0.654
H: -1.93090 2.35131 -2.43671  0.050
H: -0.37402 1.83785 -3.04429  0.052
H: -1.43772 0.60784 -0.83895  0.170
H: 0.29339 1.00495 -0.82113  0.161
H: 0.66336 -0.20670 2.50826  0.194
H: -0.79465 1.98838 -0.02003  0.192
H: 1.41194 -3.26206 -0.14462  0.188
H: 1.31203 -1.58387 -0.87665  0.236
H: -0.48078 -2.56596 3.10781  0.277
H: 0.11795 -3.67678 1.92558  0.271
H: 1.26423 -2.78391 2.86099  0.219

***

Q: What are the energies relative to the best structure? A: (1) 4.812; (2) 0.000; (3) 4.532, in eV.

***

(1)
ORCA calculation (ωB97M-V/def2-TZVPD) on C3H9NO in the gas phase.

Its charge is 0. Its LUMO energy is 1.03 eV. Its SMILES is C[C@H](O)CN.

Last column: natural (NBO) charge in e.
Cartesian coordinates (Å):
C: -1.64352 0.23384 0.43032  -0.647
C: -0.38871 0.35369 -0.52888  0.107
O: -0.16756 -0.72329 -1.37619  -0.717
C: 0.89176 0.69396 0.25617  -0.247
N: 1.23536 -0.52991 0.99404  -0.863
H: -1.92298 -0.81028 0.34666  0.212
H: -1.58686 0.58078 1.46173  0.209
H: -2.38436 0.89064 -0.01475  0.209
H: -0.70053 1.13928 -1.23119  0.167
H: -0.17005 -1.54634 -0.90624  0.472
H: 1.65819 1.03305 -0.43389  0.189
H: 0.71339 1.53722 0.92307  0.183
H: 2.13316 -0.87654 0.71379  0.363
H: 1.32974 -0.39282 2.00314  0.363

***

(2)
ORCA calculation (ωB97M-V/def2-TZVPD) on C3H9NO in the gas phase.

Its charge is 0. Its LUMO energy is 1.05 eV. Its SMILES is NCCCO.

Last column: natural (NBO) charge in e.
Cartesian coordinates (Å):
N: -1.36219 1.00084 -0.99864  -0.825
C: -0.27606 1.25827 -0.12928  -0.212
C: -0.08192 -0.12629 0.67962  -0.423
C: 0.96377 -0.97949 -0.24355  -0.063
O: 1.19595 -2.30601 0.23721  -0.726
H: -2.08271 0.52697 -0.45534  0.348
H: -1.82780 1.83287 -1.30294  0.354
H: -0.57339 1.94941 0.66555  0.161
H: 0.61545 1.47087 -0.59177  0.188
H: 0.37976 -0.01514 1.65769  0.207
H: -1.06006 -0.81043 0.58060  0.203
H: 0.99228 -1.19369 -1.31006  0.210
H: 1.91147 -0.31503 -0.01097  0.121
H: 1.20547 -2.29314 1.22189  0.458

***

(3)
ORCA calculation (ωB97M-V/def2-TZVPD) on a 2-piece molecular cluster, C3H9NO overall.

Its charge is 0. Its LUMO energy is 0.75 eV. Its SMILES is C=CCN.O.

Last column: natural (NBO) charge in e.
Cartesian coordinates (Å):
C: 0.32280 -1.53040 0.35054  -0.371
C: -0.81663 -1.16654 -0.12031  -0.190
C: -0.93630 -0.59008 -1.52945  -0.268
N: -0.72238 0.91333 -1.69149  -0.781
H: 0.58413 -1.26889 1.34204  0.183
H: 1.18210 -1.98501 -0.19289  0.187
H: -1.44597 -0.85378 0.65665  0.189
H: -1.91112 -0.91983 -1.96256  0.189
H: -0.18188 -1.19815 -2.00394  0.171
H: -0.26332 0.84423 -2.58781  0.349
H: 0.16417 0.95158 -1.08999  0.342
O: 1.66301 1.81503 2.49963  -0.929
H: 1.11213 1.03243 2.27512  0.462
H: 1.09311 2.20603 3.20207  0.467

***

Q: What are the energies relative to the best structure? A: (1) 0.000; (2) 1.193; (3) 1.671, in eV.

***

(1)
ORCA calculation (ωB97M-V/def2-TZVPD) on a 2-piece molecular cluster, C3H9NO overall.

Its charge is 0. Its LUMO energy is 0.98 eV. Its SMILES is C=CCN.O.

Last column: natural (NBO) charge in e.
Cartesian coordinates (Å):
C: -0.82327 1.20185 0.19568  -0.419
C: -0.03535 0.50721 1.06177  -0.148
C: 1.37353 0.50184 1.06953  -0.275
N: 1.73719 -0.56607 0.09305  -0.866
H: -1.88588 0.87715 0.23726  0.194
H: -0.52497 2.09273 -0.26522  0.201
H: -0.37448 -0.38380 1.73381  0.201
H: 1.79892 0.36480 2.05505  0.207
H: 1.84054 1.42627 0.58967  0.171
H: 2.56741 -1.10622 0.02898  0.373
H: 1.54616 -0.26934 -0.85982  0.361
O: -2.10627 -1.49807 -2.24886  -0.919
H: -2.57543 -0.86441 -1.76256  0.459
H: -2.53811 -2.28393 -1.92835  0.461

***

(2)
ORCA calculation (ωB97M-V/def2-TZVPD) on C3H9NO in the gas phase.

Its charge is 0. Its LUMO energy is 1.13 eV. Its SMILES is CNCOC.

Last column: natural (NBO) charge in e.
Cartesian coordinates (Å):
C: -1.99019 -0.45163 0.34813  -0.419
N: -1.30856 0.45172 -0.57732  -0.623
C: 0.04701 0.70689 -0.23397  0.092
O: 0.82722 -0.48592 -0.27341  -0.562
C: 2.17019 -0.24294 0.08446  -0.252
H: -1.49490 -1.42186 0.45644  0.183
H: -3.00919 -0.60987 0.00021  0.199
H: -2.04275 0.01290 1.33047  0.190
H: -1.33660 0.06309 -1.51510  0.357
H: 0.09642 1.12708 0.78060  0.151
H: 0.48153 1.43322 -0.92983  0.160
H: 2.63871 0.45941 -0.61524  0.163
H: 2.23106 0.15610 1.10082  0.164
H: 2.69005 -1.19818 0.04375  0.195

***

Q: What are the energies relative to the best structure? A: (1) 1.233; (2) 0.000, in eV.

***

(1)
ORCA calculation (ωB97M-V/def2-TZVPD) on C6H10O in the gas phase.

Its charge is 0. Its LUMO energy is 0.72 eV. Its SMILES is C=C(C)/C=C/CO.

Last column: natural (NBO) charge in e.
Cartesian coordinates (Å):
C: 1.62404 0.24146 -1.23158  -0.373
C: 0.27320 0.03617 -1.39428  -0.012
C: -0.51261 0.56703 -2.52824  -0.646
C: -0.52337 -0.24137 -0.08320  -0.200
C: 0.02454 -0.76602 1.01134  -0.197
C: -0.61612 -0.52513 2.40988  -0.127
O: 0.30928 0.54807 3.01453  -0.728
H: 2.26425 0.67737 -1.99326  0.189
H: 2.22087 -0.23013 -0.43688  0.197
H: 0.00949 0.53550 -3.45601  0.218
H: -1.20648 -0.14152 -2.63342  0.211
H: -0.85849 1.50690 -2.34475  0.219
H: -1.54987 0.08311 -0.25008  0.199
H: 0.80790 -1.52407 0.87470  0.213
H: -1.65707 -0.15025 2.28617  0.191
H: -0.36290 -1.43246 3.02821  0.189
H: -0.24666 0.81533 3.72685  0.456

***

(2)
ORCA calculation (ωB97M-V/def2-TZVPD) on C6H10O as an isolated structure.

Its charge is 0. Its LUMO energy is 1.07 eV.

Last column: natural (NBO) charge in e.
Cartesian coordinates (Å):
C: 2.25618 -0.12382 -0.20340  -0.610
C: 1.07368 0.74637 0.21851  -0.419
C: -0.03854 -0.06891 0.85425  0.113
O: -1.14559 0.74067 1.32622  -0.520
C: -2.07297 -0.13275 0.70776  -0.003
C: -1.67615 -0.04829 -0.97799  -0.427
C: -0.99131 -0.89820 -0.01345  -0.295
H: 1.94808 -0.88980 -0.92506  0.205
H: 2.70197 -0.63337 0.65893  0.205
H: 3.03968 0.47887 -0.67428  0.217
H: 0.68657 1.30202 -0.64301  0.203
H: 1.39608 1.49606 0.95212  0.216
H: 0.36336 -0.66752 1.68121  0.183
H: -2.90401 0.28806 0.10764  0.264
H: -2.38432 -0.54317 -1.64471  0.221
H: -1.31749 0.92632 -1.27784  0.221
H: -0.93523 -1.97254 -0.14690  0.227

***

Q: What are the energies relative to the best structure? A: (1) 0.000; (2) 0.790, in eV.

***

(1)
ORCA calculation (ωB97M-V/def2-TZVPD) on C6H10O in the gas phase.

Its charge is 0. Its LUMO energy is 0.94 eV. Its SMILES is C[C@H]1C[C@@]2(O)C[C@@H]12.

Last column: natural (NBO) charge in e.
Cartesian coordinates (Å):
C: 2.12236 0.45552 -0.15846  -0.626
C: 0.84884 -0.38172 -0.27221  -0.197
C: -0.01047 -0.74880 0.97174  -0.421
C: -1.25229 -0.37583 0.15801  0.245
O: -2.38525 -1.16440 0.05942  -0.688
C: -1.22551 1.07964 -0.18375  -0.455
C: -0.40399 0.10600 -0.99149  -0.233
H: 2.37695 0.73016 0.87161  0.209
H: 2.10106 1.37050 -0.76132  0.214
H: 2.92872 -0.17213 -0.53550  0.212
H: 1.11588 -1.33000 -0.75003  0.202
H: 0.15628 -0.15742 1.88161  0.196
H: 0.05678 -1.81146 1.21460  0.217
H: -2.98933 -0.90837 0.76702  0.471
H: -2.11439 1.42385 -0.70778  0.227
H: -0.76733 1.81583 0.47712  0.205
H: -0.57153 -0.01038 -2.05795  0.219

***

(2)
ORCA calculation (ωB97M-V/def2-TZVPD) on C6H10O in the gas phase.

Its charge is 0. Its LUMO energy is 0.36 eV.

Last column: natural (NBO) charge in e.
Cartesian coordinates (Å):
C: -2.59145 -0.29461 0.77218  -0.789
C: -1.61464 -0.20767 -0.31696  0.202
C: -0.28807 -0.79836 0.02132  -0.598
C: 0.83968 0.19169 -0.24277  0.219
C: 2.23984 -0.27291 0.07902  -0.625
C: 0.64421 1.29026 -1.18958  -0.116
O: 0.51823 1.50576 0.21683  -0.509
H: -3.63228 -0.31235 0.43550  0.238
H: -2.43456 0.72969 1.17448  0.295
H: -2.41300 -0.99878 1.60172  0.189
H: -0.17394 -1.20967 1.04305  0.181
H: -0.19699 -1.64945 -0.67762  0.266
H: 2.56004 -1.05836 -0.61517  0.215
H: 2.30264 -0.66998 1.09837  0.214
H: 2.93360 0.56895 -0.00380  0.225
H: -0.28598 1.34248 -1.74892  0.216
H: 1.52028 1.75616 -1.64078  0.177

***

Q: What are the energies relative to the best structure? A: (1) 0.000; (2) 2.673, in eV.

***

(1)
ORCA calculation (ωB97M-V/def2-TZVPD) on C6H10O in the gas phase.

Its charge is 0. Its LUMO energy is 1.14 eV. Its SMILES is C[C@H]1CC=CCO1.

Last column: natural (NBO) charge in e.
Cartesian coordinates (Å):
C: 0.99394 0.51978 1.97793  -0.621
C: 0.14649 0.17308 0.75057  0.100
C: -0.83016 1.08898 -0.02318  -0.460
C: -1.32245 0.29373 -1.22739  -0.179
C: -0.67041 -0.77540 -1.68176  -0.227
C: 0.64039 -1.18513 -1.07621  -0.099
O: 1.12750 -0.20072 -0.21168  -0.537
H: 0.46240 0.45858 2.93085  0.209
H: 1.54303 1.46338 1.91964  0.212
H: 1.74433 -0.27978 1.98211  0.228
H: -0.44117 -0.71727 1.03293  0.160
H: -0.32885 2.00265 -0.37017  0.221
H: -1.69904 1.40849 0.56529  0.213
H: -2.24984 0.59958 -1.71094  0.207
H: -1.05587 -1.38638 -2.49497  0.209
H: 0.52970 -2.13481 -0.52248  0.167
H: 1.41000 -1.32876 -1.84054  0.199

***

(2)
ORCA calculation (ωB97M-V/def2-TZVPD) on C6H10O as an isolated structure.

Its charge is 0. Its LUMO energy is 0.85 eV.

Last column: natural (NBO) charge in e.
Cartesian coordinates (Å):
O: -2.73244 -0.08730 1.44899  -0.468
C: -2.79036 -1.06831 0.80266  0.354
C: -1.13646 -1.14460 -0.39351  -0.596
C: -0.06529 -0.53884 0.48085  -0.429
C: 1.09398 0.05340 -0.29566  -0.216
C: 0.98910 1.45273 -0.82988  -0.426
C: 1.91518 1.15027 0.31764  -0.420
H: -2.51878 -1.88078 0.11160  0.328
H: -0.85596 -2.12213 -0.81233  0.197
H: -1.43952 -0.47901 -1.21174  0.201
H: 0.31463 -1.28872 1.18876  0.204
H: -0.52097 0.26133 1.08639  0.211
H: 1.63145 -0.65600 -0.92389  0.209
H: 1.42602 1.67530 -1.79954  0.214
H: 0.07887 2.00751 -0.61156  0.211
H: 2.98604 1.16647 0.13513  0.214
H: 1.62451 1.49869 1.30609  0.211

***

Q: What are the energies relative to the best structure? A: (1) 0.000; (2) 3.880, in eV.

***

(1)
ORCA calculation (ωB97M-V/def2-TZVPD) on C6H10O as an isolated structure.

Its charge is 0. Its LUMO energy is 0.42 eV.

Last column: natural (NBO) charge in e.
Cartesian coordinates (Å):
O: -0.42957 -0.47545 1.55309  -0.477
C: -1.39024 -0.48146 0.79919  0.470
C: -1.39079 -0.46125 -0.70461  -0.519
C: -0.03075 -0.61735 -1.37297  -0.443
C: 0.87685 0.58160 -1.27360  -0.200
C: 0.63362 1.70258 -0.60181  -0.370
C: 1.22201 0.34253 2.00751  -0.328
H: -2.40049 -0.53948 1.25152  0.130
H: -2.06017 -1.27773 -1.01836  0.240
H: -1.89637 0.46529 -1.02395  0.245
H: -0.19204 -0.84269 -2.43648  0.222
H: 0.46744 -1.50694 -0.95692  0.221
H: 1.82762 0.47720 -1.79819  0.201
H: 1.36280 2.50856 -0.57485  0.209
H: -0.26724 1.85927 -0.01109  0.190
H: 1.89222 -0.15244 1.27341  0.104
H: 1.26495 -0.31812 2.89207  0.107

***

(2)
ORCA calculation (ωB97M-V/def2-TZVPD) on a 2-piece molecular cluster, C6H10O overall.

Its charge is 0. Its LUMO energy is 0.83 eV. Its SMILES is O=CC1=CCCC1.[H][H].

Last column: natural (NBO) charge in e.
Cartesian coordinates (Å):
O: -2.44948 0.77504 -0.75722  -0.516
C: -1.33084 1.20323 -0.93688  0.427
C: -0.17662 0.55617 -0.26011  -0.122
C: 0.85127 -0.18892 -0.67989  -0.153
C: 1.54978 -0.82284 0.51283  -0.438
C: 0.44935 -0.74238 1.58377  -0.381
C: -0.23385 0.58196 1.25475  -0.426
H: -1.16554 2.12601 -1.52112  0.123
H: 1.15865 -0.38179 -1.70605  0.215
H: 2.42854 -0.23082 0.81291  0.207
H: 1.89437 -1.84412 0.32246  0.215
H: -0.27908 -1.54046 1.39400  0.206
H: 0.79938 -0.81741 2.61523  0.210
H: -1.25191 0.68643 1.63809  0.227
H: 0.35783 1.43717 1.61687  0.205
H: -1.57694 -0.45820 -2.85232  0.023
H: -0.95000 -0.27913 -3.20934  -0.022

***

Q: What are the energies relative to the best structure? A: (1) 3.466; (2) 0.000, in eV.